# 1
{
  "formula": "C46H54CsN7O11STe",
  "method": "ωB97M-V/def2-TZVPD",
  "e_lumo_ev": 3.18,
  "total_charge": -2,
  "relative_energy_kcal_mol": 22.4,
  "e_tot_ev": -100207.007,
  "homo_lumo_gap_ev": 6.04,
  "symbols": ["C", "C", "C", "H", "C", "O", "N", "C", "C", "O", "C", "N", "C", "H", "H", "N", "H", "H", "H", "H", "H", "H", "H", "H", "H", "H", "H", "H", "H", "H", "H", "H", "N", "C", "C", "H", "O", "H", "H", "H", "C", "C", "O", "H", "C", "C", "H", "C", "H", "C", "C", "H", "H", "H", "C", "N", "O", "C", "Te", "H", "C", "Cs", "H", "H", "O", "C", "H", "H", "C", "O", "H", "C", "O", "H", "H", "C", "C", "N", "C", "C", "C", "C", "C", "C", "C", "H", "C", "H", "H", "C", "O", "H", "C", "H", "H", "C", "O", "H", "H", "N", "C", "H", "H", "C", "H", "C", "C", "C", "S", "C", "O", "C", "H", "H", "H", "C", "H", "H", "H", "C", "C"],
  "coordinates": [[4.3859, 1.2731, -3.5116], [-6.6399, -0.0453, -7.0744], [7.9473, 2.7959, 1.7920], [-2.4713, 9.0419, -2.5992], [-0.2974, -3.6972, -1.1067], [-4.5594, -4.3867, -7.7526], [-2.7466, 0.8095, 1.1899], [-3.9393, -0.5993, -4.5386], [-0.4574, 1.3962, 3.4439], [3.9441, 4.0527, -0.4555], [4.3008, -1.3658, 3.2128], [2.9292, 1.2595, -0.1270], [-4.1319, 0.3072, -3.4977], [-2.3171, 3.2191, -2.3115], [-5.0358, 0.8989, -3.4352], [-6.6311, -1.2061, -7.7096], [-3.8627, 0.8370, 3.0044], [-3.1574, -3.8199, 0.1819], [-1.5327, -0.4520, 3.1124], [-3.7205, -2.1501, 0.4201], [8.9721, 2.9115, 1.4639], [2.0008, 0.6069, 2.0623], [-2.4928, 7.5238, -4.5624], [5.7964, 3.9756, 4.1195], [-2.0345, 5.1137, -4.2500], [-0.6056, 3.4876, -2.5369], [-2.8456, 2.2459, 2.6780], [8.6580, 2.5954, -0.8686], [-3.2688, 1.1303, -1.7042], [-3.0589, -2.6380, -1.1490], [1.9051, 4.4581, -0.3664], [5.2574, 2.9248, -4.5756], [-2.0287, -0.2796, -2.5206], [-2.2792, 7.1360, -3.5737], [-1.3656, 5.5779, 0.3212], [4.8991, 4.5145, -2.7059], [5.1053, -0.3564, 3.6639], [2.2613, -3.8134, -1.5940], [-1.9663, 8.1409, -0.3598], [4.5375, 0.5545, -4.3070], [-1.4686, 3.8035, -1.9526], [-2.2639, 7.9857, -2.4752], [-1.7050, -2.3551, 0.4130], [-0.9373, -1.7423, -3.4536], [8.6420, 1.5301, -0.6188], [5.7727, 1.7515, 1.5654], [5.3533, -2.9678, 4.1922], [-0.6857, -3.3345, 0.3252], [-2.1616, 5.7951, 1.0337], [-1.8559, -1.1657, -3.5056], [4.5866, 3.4813, -2.6183], [0.1744, -2.9098, 0.8553], [-2.7142, -0.1980, 1.0764], [-0.2009, 0.6979, -2.5848], [6.1699, 3.3978, 3.2838], [2.9824, 0.3590, 2.0078], [7.4532, 1.1742, 0.0425], [1.8714, -2.8010, -1.4210], [-1.0936, 3.4268, 0.1477], [8.1657, 4.1961, 3.3980], [-2.8891, 1.1548, 2.6033], [0.1754, 0.2039, 0.7392], [4.2923, 2.4156, 2.9542], [-7.3524, 0.6910, -7.4351], [0.4967, -2.7336, -1.7619], [4.7905, 2.5902, -3.6579], [2.3881, -2.1102, -2.0868], [-0.4561, 6.0441, 0.7043], [4.5166, -2.6921, 3.5632], [0.1926, 1.4268, 4.4925], [-1.0077, -4.2482, 0.8457], [3.2059, -1.0381, 2.4059], [-6.9669, -4.3195, -7.2827], [2.9344, 5.0861, 0.9445], [6.3526, -1.1743, 5.1143], [7.0964, 1.9250, 1.1353], [7.4885, 3.5280, 2.8808], [4.9995, 0.8252, 0.8568], [2.7439, 4.2330, 0.2952], [3.7873, 0.8742, -2.3291], [6.3848, -0.6954, 4.1284], [-4.9166, -0.7687, -5.6354], [3.6280, -3.6624, 3.1199], [2.5388, -3.2975, 2.3457], [-1.7045, 6.1231, -1.0382], [1.8660, -4.0922, 2.0143], [3.5909, 0.8353, 0.8832], [2.0559, -2.5127, -0.3799], [9.5281, 1.2892, -0.0222], [-2.7720, -1.3613, -4.5238], [-0.1575, 1.9500, 2.3429], [1.3071, 1.0245, -2.4209], [3.5682, 1.7580, -1.2658], [3.4848, -0.1570, -2.1873], [8.6659, 0.9479, -1.5378], [-2.9666, -2.7697, -0.0671], [0.4715, 1.3775, -2.7493], [-1.2020, -3.7896, -1.7132], [-3.5468, 1.1535, 0.6744], [-4.9054, -1.9391, -6.2721], [2.2747, -1.9733, 1.9487], [0.2130, -4.6702, -1.0970], [-2.0874, 0.4929, 4.4967], [-2.0211, 5.7869, -3.4001], [5.3736, 0.6742, -0.0693], [5.3150, 2.5246, 2.6273], [-1.7370, 5.2675, -2.1370], [-5.7966, 0.2403, -6.0137], [-5.8426, -3.7705, -8.0332], [-1.7730, 0.5613, 3.4569], [-6.1030, -3.5305, -9.4414], [-1.9784, 7.4782, -1.2186], [-5.8070, 1.2069, -5.5297], [-2.6108, -2.0874, -5.3088], [2.4805, 3.3704, 0.9013], [-3.1546, 0.4291, -2.5260], [6.9386, 0.2409, 4.2115], [6.9026, -1.3598, 3.4277], [3.7941, -4.7002, 3.3972], [3.9873, 3.0914, -1.4250], [-5.7572, -2.1126, -7.2723]],
  "atomic_forces_ev_per_a": [[0.0, 0.0, 0.0], [0.0, 0.0, 0.0], [0.1, 0.0, -0.1], [0.0, 0.0, 0.0], [-0.2, 0.1, 0.1], [-0.1, 0.1, 0.0], [-0.3, -0.3, 0.1], [0.3, 0.0, 0.3], [-0.3, 0.0, 0.9], [0.1, -0.2, 0.1], [-0.1, 0.1, 0.1], [-0.7, -0.1, 0.0], [-0.1, -0.1, -0.2], [0.0, 0.0, 0.1], [0.0, 0.0, 0.0], [-0.1, 0.1, 0.0], [0.0, 0.0, 0.0], [0.0, 0.0, 0.0], [-0.1, -0.1, 0.1], [0.0, 0.0, 0.0], [0.0, 0.0, 0.0], [0.9, 0.1, 0.4], [0.0, 0.0, 0.0], [0.0, 0.0, 0.0], [0.0, 0.0, 0.0], [0.0, 0.0, 0.1], [0.0, 0.0, 0.0], [0.0, 0.0, 0.0], [0.0, 0.0, 0.0], [0.0, 0.0, 0.0], [0.0, 0.0, 0.0], [0.0, 0.0, 0.0], [0.1, 0.0, 0.0], [0.0, -0.1, -0.1], [0.1, -0.1, 0.2], [0.0, 0.0, 0.0], [0.0, 0.3, -0.1], [0.0, 0.0, 0.0], [0.0, 0.0, 0.0], [0.0, 0.0, 0.0], [0.1, -0.1, -0.1], [0.0, 0.1, 0.0], [-0.2, 0.1, 0.1], [0.0, 0.0, 0.0], [0.1, 0.0, -0.1], [-0.1, 0.0, 0.1], [0.0, 0.0, 0.0], [0.3, -0.1, -0.2], [0.0, -0.1, 0.0], [0.1, -0.1, 0.1], [0.0, 0.0, 0.0], [0.1, -0.1, 0.0], [-0.2, -0.1, 0.0], [0.0, 0.0, 0.1], [0.1, 0.0, 0.0], [0.5, 0.3, 0.4], [0.0, 0.0, 0.0], [0.0, 0.0, 0.0], [-0.5, 1.0, -0.7], [0.0, 0.0, 0.0], [0.0, 0.0, 0.1], [-0.3, -2.5, -3.0], [-0.1, -0.1, 0.0], [0.0, 0.0, 0.0], [-0.1, 0.1, -0.1], [0.0, 0.0, 0.0], [0.0, 0.0, 0.0], [0.0, -0.1, 0.0], [0.1, 0.0, 0.1], [0.0, 0.0, -0.1], [0.0, 0.0, 0.0], [-0.1, -0.3, -0.1], [0.1, 0.0, -0.1], [0.0, 0.0, 0.0], [0.0, 0.0, 0.0], [0.1, 0.0, 0.0], [-0.1, 0.0, 0.1], [0.1, -0.3, 0.2], [-0.1, 0.1, 0.0], [0.0, 0.1, 0.1], [0.1, 0.1, 0.0], [-0.4, 0.0, -0.4], [-0.1, -0.1, 0.0], [-0.1, 0.0, -0.1], [0.0, 0.0, -0.1], [0.0, 0.0, 0.1], [0.4, 0.1, -0.2], [0.0, 0.0, 0.0], [0.0, 0.0, 0.0], [-0.2, 0.1, -0.1], [-0.1, 1.5, 1.7], [0.0, 0.0, 0.0], [0.3, 0.1, 0.0], [0.0, 0.0, 0.0], [0.0, 0.0, 0.0], [0.1, 0.0, 0.0], [0.0, 0.0, 0.0], [0.0, -0.1, 0.0], [0.0, 0.0, -0.1], [0.2, 0.1, 0.2], [0.1, 0.2, 0.1], [0.0, 0.0, 0.0], [0.0, -0.1, 0.0], [0.0, 0.0, 0.0], [0.0, 0.0, 0.0], [0.0, -0.2, -0.1], [0.0, 0.1, 0.1], [0.1, 0.0, 0.1], [0.0, -0.1, 0.0], [0.3, 0.4, -0.1], [0.0, 0.0, 0.2], [0.0, 0.0, 0.0], [0.0, 0.0, 0.0], [0.0, 0.0, 0.0], [0.0, 0.0, 0.0], [0.1, 0.1, 0.1], [0.0, 0.0, 0.0], [0.0, 0.0, 0.0], [0.0, 0.0, 0.0], [0.0, 0.1, 0.0], [-0.1, -0.1, -0.1]]
}

# 2
{
  "formula": "C7H18N2",
  "method": "ωB97M-V/def2-TZVPD",
  "e_lumo_ev": 0.81,
  "total_charge": 0,
  "relative_energy_kcal_mol": 61.9,
  "e_tot_ev": -10528.924,
  "homo_lumo_gap_ev": 8.79,
  "smiles": "[H]/N=C\\C(C)(C)N.CCC",
  "symbols": ["H", "N", "H", "C", "C", "C", "H", "N", "H", "H", "H", "H", "H", "H", "H", "H", "H", "H", "C", "H", "H", "C", "H", "C", "C", "H", "H"],
  "coordinates": [[-0.5180, -0.7181, 1.2717], [0.5879, -1.0009, -1.9147], [-1.7606, 0.2063, -1.2820], [0.0910, 2.3036, -0.1913], [0.1888, -0.7853, 0.4506], [-1.7628, -0.8677, -1.1109], [-0.9146, 1.7298, 1.7714], [1.4132, -0.5568, 0.7355], [-0.7613, -3.3843, -1.5265], [1.0851, -1.7884, -2.3193], [0.1443, -0.5103, -2.6819], [1.0479, 2.7643, -0.4304], [-0.1920, 3.3674, 1.7313], [1.5272, 0.7053, 1.5698], [2.0085, 2.4966, 2.2628], [-0.7278, 2.9525, -0.4960], [0.9820, 1.3429, 3.2009], [-2.4132, -1.0731, -0.2610], [-0.3748, -2.8972, -0.6255], [0.0445, 1.4283, -0.8314], [0.6277, -3.2774, -0.4223], [-0.3369, -1.3679, -0.8458], [-2.1723, -1.3631, -1.9917], [1.1817, 1.7925, 2.2303], [-0.0165, 2.3079, 1.5581], [-1.0245, -3.1592, 0.2080], [2.0457, -0.6477, -0.0598]],
  "atomic_forces_ev_per_a": [[-0.2, 0.2, 0.1], [0.1, -0.2, -0.5], [-0.1, 0.1, 0.0], [-0.1, 0.9, 2.5], [1.4, -0.6, 0.3], [0.3, 0.0, -0.1], [-0.1, 0.1, 0.2], [-1.1, -1.2, -0.7], [0.0, 0.0, 0.1], [-0.2, 0.0, 0.2], [-0.1, 0.0, 0.2], [0.0, 0.3, 0.0], [-0.3, 0.0, 0.2], [-0.5, 3.5, 2.2], [0.0, 0.1, 0.1], [0.1, 0.2, -0.2], [0.0, 0.4, 0.4], [0.0, 0.0, 0.0], [0.1, 0.2, -0.4], [-0.1, -0.5, 0.7], [0.0, 0.0, 0.0], [-0.1, -0.1, 0.0], [0.0, 0.0, 0.0], [1.7, -3.3, -1.3], [-0.7, 0.0, -3.8], [0.0, 0.0, 0.1], [-0.3, 0.0, -0.3]]
}

What did the second record say?
{
  "formula": "C7H18N2",
  "method": "ωB97M-V/def2-TZVPD",
  "e_lumo_ev": 0.81,
  "total_charge": 0,
  "relative_energy_kcal_mol": 61.9,
  "e_tot_ev": -10528.924,
  "homo_lumo_gap_ev": 8.79,
  "smiles": "[H]/N=C\\C(C)(C)N.CCC",
  "symbols": ["H", "N", "H", "C", "C", "C", "H", "N", "H", "H", "H", "H", "H", "H", "H", "H", "H", "H", "C", "H", "H", "C", "H", "C", "C", "H", "H"],
  "coordinates": [[-0.5180, -0.7181, 1.2717], [0.5879, -1.0009, -1.9147], [-1.7606, 0.2063, -1.2820], [0.0910, 2.3036, -0.1913], [0.1888, -0.7853, 0.4506], [-1.7628, -0.8677, -1.1109], [-0.9146, 1.7298, 1.7714], [1.4132, -0.5568, 0.7355], [-0.7613, -3.3843, -1.5265], [1.0851, -1.7884, -2.3193], [0.1443, -0.5103, -2.6819], [1.0479, 2.7643, -0.4304], [-0.1920, 3.3674, 1.7313], [1.5272, 0.7053, 1.5698], [2.0085, 2.4966, 2.2628], [-0.7278, 2.9525, -0.4960], [0.9820, 1.3429, 3.2009], [-2.4132, -1.0731, -0.2610], [-0.3748, -2.8972, -0.6255], [0.0445, 1.4283, -0.8314], [0.6277, -3.2774, -0.4223], [-0.3369, -1.3679, -0.8458], [-2.1723, -1.3631, -1.9917], [1.1817, 1.7925, 2.2303], [-0.0165, 2.3079, 1.5581], [-1.0245, -3.1592, 0.2080], [2.0457, -0.6477, -0.0598]],
  "atomic_forces_ev_per_a": [[-0.2, 0.2, 0.1], [0.1, -0.2, -0.5], [-0.1, 0.1, 0.0], [-0.1, 0.9, 2.5], [1.4, -0.6, 0.3], [0.3, 0.0, -0.1], [-0.1, 0.1, 0.2], [-1.1, -1.2, -0.7], [0.0, 0.0, 0.1], [-0.2, 0.0, 0.2], [-0.1, 0.0, 0.2], [0.0, 0.3, 0.0], [-0.3, 0.0, 0.2], [-0.5, 3.5, 2.2], [0.0, 0.1, 0.1], [0.1, 0.2, -0.2], [0.0, 0.4, 0.4], [0.0, 0.0, 0.0], [0.1, 0.2, -0.4], [-0.1, -0.5, 0.7], [0.0, 0.0, 0.0], [-0.1, -0.1, 0.0], [0.0, 0.0, 0.0], [1.7, -3.3, -1.3], [-0.7, 0.0, -3.8], [0.0, 0.0, 0.1], [-0.3, 0.0, -0.3]]
}